C2H9N2 | ωB97M-V/def2-TZVPD

Geometry as XYZ:
```
13
C2H9N2 | OMol25 | ωB97M-V/def2-TZVPD
N -0.14 -0.75 1.74
H 0.05 -1.75 1.88
H 0.70 -0.23 1.98
H -0.46 -0.58 0.52
C 0.54 0.24 -1.14
H 1.37 2.19 -1.34
H -0.29 2.12 -0.48
H 1.32 -0.34 -1.61
C 0.53 1.61 -0.98
H -0.87 -0.48 2.40
N -0.64 -0.51 -0.78
H -1.51 -0.06 -1.09
H -0.59 -1.46 -1.10
```

As for the total charge: 0. Its multiplicity is 2. Its total energy is -190.9441 Ha. The HOMO energy (spin up / spin down) is -0.097 / -0.275 hartree. The frontier orbital gap (spin up / spin down) is 3.1 / 7.9 eV. Its expectation value of S² is 0.752.


C8H16N2O3 | ωB97M-V/def2-TZVPD

Geometry as XYZ:
```
29
C8H16N2O3 | OMol25 | ωB97M-V/def2-TZVPD
H 2.22 0.86 1.39
H 0.77 -1.12 -1.85
H 2.67 0.57 -0.92
H -1.01 2.45 -0.02
H -0.55 0.99 -0.51
H 2.07 2.52 -0.67
C 0.84 -0.55 -0.84
O 0.85 -2.70 0.27
N -2.56 0.80 1.22
C 1.67 0.67 -1.11
H -3.53 -1.01 0.27
H -2.15 0.37 2.07
H -3.34 1.32 1.50
C -2.88 -0.07 0.09
O 2.33 -1.26 1.09
O -1.62 -1.90 -0.68
C 1.42 -1.55 0.30
C -1.60 -0.71 -0.40
C -0.03 2.81 -0.47
H 0.17 3.89 -0.14
H 0.45 1.07 1.37
H -3.30 0.48 -0.74
C 1.35 1.62 1.27
H -0.33 2.96 -1.57
N -0.53 0.04 -0.68
H 0.05 -2.55 -0.23
C 1.22 1.92 -0.33
H 1.50 2.41 1.95
H 1.47 0.94 -2.18
```

As for the total charge: 0. Its total energy is -649.6194 Ha. The HOMO energy is -0.359 hartree. The frontier orbital gap is 10.4 eV.


C4H16N2O2 | ωB97M-V/def2-TZVPD

Geometry as XYZ:
```
24
C4H16N2O2 | OMol25 | ωB97M-V/def2-TZVPD
H 3.02 -0.69 -0.43
H -1.16 2.26 1.38
H -1.57 1.94 -0.26
N -0.82 2.12 0.40
H -2.22 -2.54 0.08
C 0.71 0.72 -1.08
H 0.30 -2.62 -1.79
H 0.94 1.02 1.01
H 0.18 1.16 -1.92
O -0.99 1.77 3.12
H -0.23 2.89 0.09
C 2.24 -1.28 -0.91
H 1.63 1.31 -1.00
C 1.14 -0.72 -1.33
H -0.45 0.08 0.75
H -0.81 -1.41 -1.43
O -1.35 -2.17 0.26
H -0.90 2.39 3.85
H -1.37 0.96 3.50
N 0.08 -1.64 -1.89
C 0.09 0.92 0.34
H 2.56 -2.32 -0.89
H 0.02 -1.49 -2.90
H -1.07 -2.67 1.05
```

As for the total charge: +2. Its total energy is -421.3852 Ha. The HOMO energy is -0.672 hartree. The frontier orbital gap is 11.8 eV.


C35H34ClIMnN8O7S2 | ωB97M-V/def2-TZVPD

Geometry as XYZ:
```
89
C35H34ClIMnN8O7S2 | OMol25 | ωB97M-V/def2-TZVPD
C 3.90 -3.55 -3.07
C -0.14 3.08 2.92
H -5.95 1.49 -1.30
H -3.74 3.48 4.21
C 3.06 -2.59 -2.53
C 1.97 4.62 -1.74
H -3.96 2.03 2.01
C 0.87 4.60 -0.91
C 2.62 -0.66 -0.95
H 2.03 -2.50 -2.86
Cl -3.22 4.77 -5.24
C -4.08 3.09 -3.30
N -0.80 4.26 2.77
C -2.79 4.97 -2.56
C 5.20 -3.62 -2.60
N -1.08 0.28 -2.40
N -0.25 -2.72 2.67
Mn -0.13 0.36 -0.56
O 1.39 -0.73 -1.35
H -3.57 5.84 3.61
H -2.22 5.87 -2.77
C 3.52 -1.72 -1.55
H -1.28 -3.21 0.50
H -0.72 2.20 -3.03
H 2.10 1.29 -2.26
C -2.70 5.70 2.97
H -4.46 0.55 -1.32
H 2.45 5.55 -2.00
H -2.50 5.06 -0.44
C 5.69 -2.77 -1.63
N 6.09 -4.65 -3.17
H -1.54 1.82 -5.33
H -5.27 0.94 -2.83
H 6.71 -2.87 -1.30
I 0.12 6.39 -0.17
O -3.76 3.14 0.38
C -2.73 3.34 3.85
C -2.74 0.89 0.69
C -2.08 -1.22 -3.96
C -2.75 0.87 4.42
C -1.59 -0.93 -2.70
H 3.57 -4.24 -3.83
H -2.86 -3.34 -2.55
N -0.86 2.03 3.46
H -4.52 2.54 -4.12
C -2.05 -0.24 -4.94
C -4.23 2.60 -2.00
C -5.02 1.32 -1.84
C 4.83 -1.81 -1.10
H -3.77 1.06 4.76
H -4.84 1.36 0.65
S 0.56 -0.38 1.73
C 2.44 3.41 -2.23
C -2.25 -3.23 -1.66
C -3.91 1.85 0.94
N -0.86 -2.29 0.53
H -2.91 -3.37 -0.81
C 0.28 3.39 -0.57
O 3.09 0.15 -0.17
H -2.47 -2.20 -4.20
C -0.24 -1.84 1.64
H -2.41 -0.45 -5.94
H 3.29 3.37 -2.89
C -1.55 1.01 -4.62
O -1.72 1.39 0.14
N 0.73 2.22 -1.06
C -3.38 4.25 -3.58
H -1.51 -4.04 -1.67
O 5.64 -5.40 -4.01
H -0.39 1.13 3.44
H -1.99 6.51 3.12
H -2.78 0.14 3.61
H -2.18 0.45 5.25
O -2.91 -0.28 1.06
H -0.59 3.34 0.07
C -1.09 1.23 -3.33
C 1.79 2.25 -1.87
H 0.16 -2.40 3.53
H -3.03 5.74 1.92
C -2.12 2.12 3.92
N -0.98 -1.47 -0.54
O 7.24 -4.69 -2.76
S 1.43 2.81 2.45
C -2.03 4.39 3.21
C -2.94 4.52 -1.27
H -0.97 -3.42 2.74
H 5.17 -1.12 -0.34
C -1.59 -1.89 -1.59
C -3.66 3.36 -0.97
```

As for the total charge: 0. Its multiplicity is 2. Its total energy is -5024.1661 Ha. The HOMO energy (spin up / spin down) is -0.280 / -0.275 hartree. The frontier orbital gap (spin up / spin down) is 6.9 / 6.8 eV. Its expectation value of S² is 0.790.


CH4IPS2 | ωB97M-V/def2-TZVPD

Geometry as XYZ:
```
9
CH4IPS2 | OMol25 | ωB97M-V/def2-TZVPD
H -0.85 1.98 1.22
H 2.63 0.06 -0.43
H -1.32 0.02 -1.61
C -1.16 0.09 -0.58
P 1.70 -0.36 0.59
I -3.07 -0.42 0.22
S 0.15 -1.49 -0.25
H 2.32 -1.51 0.89
S -0.40 1.63 -0.06
```

As for the total charge: 0. Its multiplicity is 3. Its total energy is -1475.7342 Ha. The HOMO energy (spin up / spin down) is -0.194 / -0.336 hartree. The frontier orbital gap (spin up / spin down) is 5.4 / 6.0 eV. Its expectation value of S² is 2.014.


C14H16N3O4S2 | ωB97M-V/def2-TZVPD

Geometry as XYZ:
```
39
C14H16N3O4S2 | OMol25 | ωB97M-V/def2-TZVPD
C -2.73 -3.67 4.43
C -1.46 -4.01 4.08
S -2.27 -0.93 0.35
C 0.81 -1.03 0.57
H 2.17 0.01 -0.73
C 2.27 1.18 1.83
O -5.98 -2.22 9.77
H 3.15 -0.76 2.06
N -4.76 -2.45 9.62
O 0.15 -4.66 2.53
C -5.12 -2.94 7.23
H -2.24 -2.96 9.07
H 3.99 0.29 0.90
H 2.73 -1.58 -0.19
O -3.97 -2.34 10.59
H 2.24 2.00 1.10
C 2.23 -0.66 0.13
C -3.19 -3.40 5.78
S -2.22 0.18 2.75
N -1.07 -4.38 2.78
H 0.22 -1.30 -0.31
H 2.81 1.55 2.71
C -4.26 -2.84 8.34
H 0.87 -1.93 1.21
N 0.10 0.08 1.24
C -4.59 -3.23 5.99
H -1.29 -3.59 6.86
H 0.28 1.77 2.43
C 0.83 0.84 2.25
C -2.87 -3.07 8.19
H -3.49 -3.66 3.64
H -5.26 -3.37 5.14
H -6.19 -2.74 7.37
C 3.01 -0.02 1.26
H -0.69 -4.16 4.83
O -1.97 -4.49 1.91
C -1.25 -0.13 1.43
H 0.87 0.32 3.22
C -2.35 -3.36 6.94
```

As for the total charge: -1. Its total energy is -1804.5058 Ha. The HOMO energy is -0.088 hartree. The frontier orbital gap is 2.6 eV.


C8H13N5 | ωB97M-V/def2-TZVPD

Geometry as XYZ:
```
26
C8H13N5 | OMol25 | ωB97M-V/def2-TZVPD
H 2.85 1.07 1.74
H -3.22 0.18 -1.08
N 1.43 -0.53 -0.35
H -0.25 -3.24 -0.40
N 2.74 -1.00 -0.64
H -1.75 -1.20 -0.43
H 1.47 -2.88 -0.59
H 1.75 2.43 1.09
C -1.32 -0.50 1.42
N 0.46 -2.52 -0.55
N 2.27 1.47 0.96
H -0.87 0.36 1.90
H -2.75 1.73 -1.95
H -2.97 1.97 -0.33
C 0.40 -1.24 -0.37
C -2.71 1.15 -1.01
N -0.47 1.68 -1.02
C -1.28 0.80 -0.77
C -0.97 -0.56 -0.11
H 3.33 2.06 -1.18
H 4.63 -0.29 -0.74
H -0.90 -1.44 1.82
C 3.60 -0.09 -0.54
H -2.48 -0.28 1.48
C 1.57 0.89 -0.22
C 2.93 1.26 -0.46
```

As for the total charge: +2. Its total energy is -585.5616 Ha. The HOMO energy (spin up / spin down) is -0.642 / -0.635 hartree. The frontier orbital gap (spin up / spin down) is 8.6 / 8.1 eV.


C6H9N3O | ωB97M-V/def2-TZVPD

Geometry as XYZ:
```
19
C6H9N3O | OMol25 | ωB97M-V/def2-TZVPD
N 3.67 -1.26 0.50
O 2.43 -0.67 -2.21
C 2.32 -4.36 2.04
N 0.99 -4.94 0.32
H 2.70 -4.26 3.05
H 0.65 -3.57 -1.80
H 1.71 -1.62 -1.90
H 3.12 -1.24 -2.55
C 3.32 -2.33 0.92
H 0.81 -5.97 2.20
N 1.49 -3.27 -1.31
C -0.02 -5.64 -0.44
C 1.35 -5.21 1.64
H 0.41 -6.07 -1.36
C 2.61 -3.49 0.91
H -0.44 -6.45 0.17
H -0.84 -4.97 -0.72
C 1.72 -3.90 -0.17
H 3.28 -0.89 -0.65
```

As for the total charge: 0. Its total energy is -473.4076 Ha. The HOMO energy is -0.267 hartree. The frontier orbital gap is 6.7 eV.


Max |F|
In order: 1.18, 4.71, 1.72, 0.79, 2.57, 4.08, 8.32, 4.64
Unit: eV Å⁻¹